a) Here is an isolated molecule of H12N2Si4 from OMol25. Energies are from ωB97M-V/def2-TZVPD.

```
18
H12N2Si4, DFT ωB97M-V/def2-TZVPD
Si -1.744 -0.110 2.160
Si 0.797 0.089 -1.111
Si -1.104 0.850 0.167
Si 2.331 -1.594 -0.360
N 1.736 1.535 -1.475
N -2.470 0.696 -0.938
H 2.186 -1.907 0.978
H -0.990 2.146 0.806
H -0.232 -0.580 -2.080
H -3.421 0.554 -0.658
H -2.647 0.724 2.952
H 1.443 2.297 -2.020
H -2.739 -1.254 1.817
H 3.577 -0.597 -0.529
H -0.551 -0.460 3.002
H 2.634 1.240 -1.856
H 2.557 -2.777 -1.135
H -2.526 1.205 -1.808
```

Structure (SMILES): N[Si@@H]([SiH3])[Si@@H](N)[SiH3]
Frontier orbital gap in eV: 9.6
Charge: 0


b) Here is a cluster of 2 separate species, H12N2Si4 in total from OMol25. Energies are from ωB97M-V/def2-TZVPD.

```
18
H12N2Si4, DFT ωB97M-V/def2-TZVPD
Si -1.153 1.746 0.776
Si 0.758 -1.414 1.554
Si -1.659 -0.402 -1.692
Si 2.260 0.084 -0.829
N -0.979 0.565 -0.412
N 1.212 -0.903 0.042
H -3.203 -0.151 -1.794
H -1.190 0.112 -2.928
H -1.694 -1.872 -1.556
H 2.058 -0.397 -2.122
H -0.483 -2.114 1.357
H -2.156 2.716 0.286
H 0.200 2.548 0.604
H 1.825 -2.362 2.052
H 0.160 -0.406 2.641
H 2.237 1.344 -0.169
H -1.476 1.574 2.248
H 3.285 -0.669 -0.057
```

Frontier orbital gap (alpha / beta) in eV: 7.5 / 8.0
Charge: 0


Preferred: a); penalty for the next structure: 0.1539 hartree.


a) Here is a cluster of 5 separate species, C3H14O4 in total from OMol25. Energies are from ωB97M-V/def2-TZVPD.

```
21
C3H14O4, DFT ωB97M-V/def2-TZVPD
O -2.093 -1.594 1.468
O 1.300 2.797 1.124
O 1.638 0.253 2.518
O -2.607 0.171 -1.303
C 0.803 -0.710 -2.821
C 1.163 -0.707 -1.538
C 0.208 -0.674 -0.400
H -2.895 0.258 -2.217
H 1.117 2.259 1.897
H 0.231 0.357 0.003
H 2.192 -0.449 -1.322
H 0.556 -1.204 0.491
H -2.003 0.927 -1.332
H 1.544 -0.452 -3.562
H -0.219 -0.991 -3.045
H -0.810 -0.844 -0.744
H 1.987 2.467 0.586
H 2.478 -0.218 2.597
H -1.759 -0.851 0.970
H -3.036 -1.656 1.602
H 1.447 -0.316 1.751
```

Structure (SMILES): C=CC.O.O.O.O
Frontier orbital gap in eV: 10.3
Charge: 0


b) Here is a cluster of 4 separate species, C3H14O4 in total from OMol25. Energies are from ωB97M-V/def2-TZVPD.

```
21
C3H14O4, DFT ωB97M-V/def2-TZVPD
O 2.429 -1.238 -0.520
O 0.930 -3.217 -2.811
O 1.429 4.360 -2.185
O -0.388 -0.500 -0.420
C -0.553 -0.761 0.998
C -1.119 0.543 1.618
C -2.294 0.326 2.625
H -0.359 0.954 2.283
H 0.302 0.156 -0.447
H 0.243 -1.288 1.511
H -2.065 -0.370 3.425
H -2.268 1.245 3.246
H 1.882 5.043 -2.664
H 0.691 -4.162 -2.822
H -1.389 1.283 0.867
H -1.423 -1.414 1.004
H 3.140 -1.099 -1.154
H 1.822 -3.094 -3.144
H -3.241 0.148 2.125
H 1.717 -1.499 -1.128
H 0.512 4.583 -2.407
```

Structure (SMILES): CCCO.O.O.O
Frontier orbital gap in eV: 10.5
Charge: 0


Preferred: b); penalty for the next structure: 0.0210 hartree.


a) Here is an isolated molecule of C5H14N from OMol25. Energies are from ωB97M-V/def2-TZVPD.

```
20
C5H14N, DFT ωB97M-V/def2-TZVPD
N 0.213 -1.050 1.662
C 0.257 1.895 -0.677
C 0.619 -0.288 0.399
C -0.455 0.761 0.068
C 0.990 -1.291 -0.674
C -1.595 0.231 -0.809
H 0.619 1.622 -1.668
H -0.015 -0.361 2.403
H 1.103 2.265 -0.094
H -1.311 0.055 -1.850
H -0.888 1.100 0.967
H -2.049 -0.682 -0.430
H 1.508 0.197 0.801
H -0.574 -1.711 1.477
H 2.027 -1.223 -0.986
H 0.718 -2.314 -0.416
H 1.026 -1.616 1.977
H 0.399 -1.158 -1.591
H -2.311 1.049 -0.893
H -0.365 2.780 -0.771
```

2S+1: 2
Frontier orbital gap (alpha / beta) in eV: 4.5 / 12.9
Charge: 0
Expectation value of S²: 0.7505


b) Here is an isolated molecule of C5H14N from OMol25. Energies are from ωB97M-V/def2-TZVPD.

```
20
C5H14N, DFT ωB97M-V/def2-TZVPD
N 0.697 -2.104 -0.836
C 0.957 -0.658 -0.874
C 0.320 1.485 0.238
C -1.487 -0.215 -0.531
C -0.098 1.765 1.673
C -0.082 -0.023 0.067
H 0.586 1.244 2.463
H 0.046 -0.490 0.999
H 1.973 -0.445 -0.552
H 0.909 -0.182 -1.871
H -0.323 -2.315 -0.915
H -0.283 2.065 -0.597
H -1.802 0.351 -1.368
H -2.175 -0.041 0.188
H -1.823 -1.243 -0.671
H -1.162 1.462 1.857
H -0.022 2.814 1.845
H 0.976 -2.570 0.161
H 1.367 -2.609 -1.515
H 1.425 1.711 0.239
```

2S+1: 2
Frontier orbital gap (alpha / beta) in eV: 4.6 / 12.0
Charge: 0
Expectation value of S²: 0.7507


Preferred: a); penalty for the next structure: 0.0366 hartree.


a) Here is an isolated molecule of C2H3OP from OMol25. Energies are from ωB97M-V/def2-TZVPD.

```
7
C2H3OP, DFT ωB97M-V/def2-TZVPD
P 1.292 -0.691 0.681
O 1.444 2.230 0.107
C 0.956 1.063 0.143
C 0.061 0.193 -0.537
H 0.241 -0.678 1.699
H 0.119 -0.059 -1.586
H -1.063 0.028 -0.073
```

Structure (SMILES): O=C1CP1
Frontier orbital gap in eV: 9.3
Charge: 0


b) Here is an isolated molecule of C2H3OP from OMol25. Energies are from ωB97M-V/def2-TZVPD.

```
7
C2H3OP, DFT ωB97M-V/def2-TZVPD
P 0.854 0.706 -0.256
O 1.547 -0.999 0.091
C -0.900 0.149 -0.475
C -0.659 0.641 0.708
H 1.830 -1.427 -0.648
H -1.813 -0.138 -1.024
H -0.859 1.067 1.604
```

Structure (SMILES): OP1=CC=1
Frontier orbital gap in eV: 10.8
Charge: 0


Preferred: b); penalty for the next structure: 0.0062 hartree.


a) Here is a cluster of 2 separate species, C2H3OP in total from OMol25. Energies are from ωB97M-V/def2-TZVPD.

```
7
C2H3OP, DFT ωB97M-V/def2-TZVPD
P -1.254 -0.636 -2.111
O -2.535 -1.310 -1.868
C 0.963 -0.427 0.822
C 1.479 0.301 1.644
H 0.765 -1.008 0.058
H 2.045 0.993 2.201
H -1.304 0.381 -1.057
```

Structure (SMILES): C#C.O=P
Frontier orbital gap in eV: 8.7
Charge: 0


b) Here is a structure of composition C2H3OP from OMol25. Energies are from ωB97M-V/def2-TZVPD.

```
7
C2H3OP, DFT ωB97M-V/def2-TZVPD
P 0.875 1.249 1.675
O -0.611 1.500 1.006
C -0.535 0.633 -0.208
C 1.214 -0.220 0.803
H -0.094 0.989 -1.145
H -1.292 -0.002 -0.443
H 2.014 -0.653 0.421
```

Frontier orbital gap (alpha / beta) in eV: 9.0 / 9.0
Charge: 0


Preferred: a); penalty for the next structure: 0.0379 hartree.